1.
Entry from OMol25: a 5-piece molecular cluster, C6H20BBrFO6 overall at a distorted geometry (ωB97M-V/def2-TZVPD).

## Properties
Frontier orbital gap in eV: 7.747
LUMO energy in Ha: 0.0891
Net charge: -1

Element x y z (Å)
O 4.057 1.112 -1.151
O -3.860 1.550 2.930
C 1.405 -4.751 -2.673
O 0.632 -5.065 -1.518
H 0.843 -4.951 -3.590
H -0.771 -1.626 -2.057
H -4.542 2.605 1.356
C -0.399 0.878 1.992
H 0.015 -0.355 -1.082
H -5.743 2.411 2.650
O 0.692 1.585 2.552
H -1.145 -2.698 -0.004
H -1.331 1.245 -0.007
O 0.595 1.805 0.211
H 0.422 -5.999 -1.542
F 2.551 0.882 1.171
H 3.642 1.079 -0.274
H 2.415 2.150 -1.905
H -4.174 0.932 3.593
H 2.123 2.972 1.495
H 3.719 3.167 -1.270
C 3.501 2.237 -1.804
O -0.964 -1.756 0.019
H -0.036 -0.093 1.641
H -1.229 0.782 2.688
Br -1.444 3.458 1.211
H -5.362 1.046 1.569
C -0.208 -1.418 -1.139
B 1.540 1.902 1.385
H 0.735 -1.969 -1.157
H 3.946 2.295 -2.799
H 1.632 -3.690 -2.624
C -4.943 1.912 2.092
H 2.343 -5.312 -2.692
C -0.657 1.677 0.732


2.
Entry from OMol25: C4H3DyO as an isolated structure at a distorted geometry (ωB97M-V/def2-TZVPD).

## Properties
Multiplicity: 7
Frontier orbital gap (spin up / spin down) in eV: 4.844 / 7.501
LUMO energy (spin up / spin down) in Ha: -0.6869 / -0.6052
Net charge: +3

Element x y z (Å)
H 0.876 0.780 4.082
C 0.641 0.732 1.707
Dy -0.440 -1.054 0.131
H -4.422 -2.115 1.528
C 0.907 1.118 3.047
H -3.687 -0.366 1.621
C -3.592 -1.423 1.318
O -2.644 -1.797 0.644
C 0.949 2.017 2.059


3.
Entry from OMol25: a 18-piece molecular cluster, H35O18 overall at a distorted geometry (ωB97M-V/def2-TZVPD).

## Properties
Frontier orbital gap in eV: 9.889
LUMO energy in Ha: 0.0821
Net charge: -1
Relative energy (zero: lowest compared OMol25 entry of this formula, charge and spin) in kJ/mol: 574.1

Element x y z (Å)
H 3.244 -0.445 3.757
O -0.328 2.385 0.761
O -0.710 -0.631 -2.764
H -1.350 -5.030 0.455
H 0.364 -4.308 0.133
H -1.608 -1.012 -2.868
H 0.078 -2.546 -0.378
H 1.943 -1.075 3.020
H -0.559 4.037 2.550
O -2.767 -2.292 0.466
O 2.470 -1.060 3.740
O -1.402 6.024 -1.588
H 1.567 3.407 -1.386
H 5.239 2.090 3.036
O -0.415 -1.249 -0.334
H -3.283 -0.735 3.580
O -1.282 -4.185 -2.158
H -0.500 -0.770 -1.898
O 0.685 -3.576 -0.469
H -0.598 5.499 -1.278
H -1.884 5.335 -1.996
H -1.794 -2.094 0.092
H -1.375 4.235 4.028
H -0.054 -1.304 0.518
H 0.858 0.088 -0.490
H -2.861 0.608 3.559
O 4.450 1.743 2.975
O 3.101 -1.794 -1.966
H 4.031 -2.150 -2.116
O -0.923 0.233 2.105
O -3.112 0.006 4.167
O 1.438 0.836 -0.337
H 2.751 -2.544 -1.590
H -1.430 -0.474 1.698
H -2.009 1.901 -1.780
H -0.241 1.992 1.567
H -1.273 -3.695 -3.029
H -1.256 -6.092 -0.658
H -0.054 0.135 1.904
H -1.175 2.709 0.561
H 0.832 3.580 -0.119
H -3.077 -2.962 0.046
H 2.191 -0.400 -4.380
O -1.179 -5.925 0.348
H 1.352 1.432 -0.844
H 0.883 0.178 -4.214
O -1.030 3.804 3.249
O 1.360 3.987 -0.666
O 1.710 0.364 -4.792
H -0.317 -3.982 -1.657
O -2.549 1.819 -2.411
H -1.829 1.541 -3.054
H 3.673 2.364 2.903


Number 1: total energy -92270.750 eV. Number 2: total energy -30285.598 eV. Number 3: total energy -37419.946 eV.